Density functional theory data (ωB97M-V/def2-TZVPD) for a molecular structure, C40H80O40S4 in a non-equilibrium geometry.

CARTESIAN COORDINATES (ANGSTROEM)
S  -5.15205  0.67412  12.26284
S  3.33822  -6.17884  3.10214
S  -1.05326  3.76708  -8.68609
S  -1.69105  1.15732  1.07937
O  -4.25698  11.54218  7.58457
O  -3.35867  9.78978  6.71627
O  -12.60280  1.71699  1.26859
O  4.63044  -4.58751  -13.56483
O  10.70690  -2.00224  0.43292
O  2.43195  -6.49427  4.22114
O  4.54166  -5.39364  3.44742
O  9.18220  -0.74559  -0.60681
O  -4.38239  -0.36765  12.89029
O  6.73683  0.91363  11.45366
O  -3.21847  -4.21126  -5.64799
O  -3.05773  -5.79798  -7.25817
O  -0.72401  0.22720  0.04582
O  -5.52877  0.27806  10.73599
O  -7.05795  -8.24687  -2.61422
O  4.86253  -6.71622  -12.64347
O  -1.81155  2.49865  -8.64680
O  -4.19953  11.37599  5.32185
O  -14.41137  0.24502  1.69423
O  -1.10359  4.68347  -10.11786
O  -13.31138  0.37707  -0.39627
O  5.94744  6.65562  -3.32915
O  7.35951  5.54333  -4.48601
O  -4.83626  -4.71529  -7.10866
O  -1.05020  1.37939  2.40070
O  -1.92841  4.97044  -7.93070
O  2.39618  -5.51511  1.82861
O  11.19282  0.12271  -0.05320
O  -6.38754  1.07659  12.93295
O  -3.12428  0.87368  1.10309
O  -7.01161  -6.96449  -0.76804
O  3.61119  -7.49814  2.07759
O  -4.24138  1.96442  11.73900
O  4.17700  -5.05626  -11.35743
O  -1.44284  2.46407  0.15705
O  8.05155  -0.92163  12.11390
O  0.29871  3.69743  -8.19447
O  8.10710  7.58288  -3.57733
O  8.04864  1.05105  13.22670
O  -5.09802  -8.12749  -1.49681
C  10.06675  1.94789  14.37293
C  -14.25878  -0.31125  -1.15451
C  4.58398  -5.39075  -12.58847
C  10.40729  -0.75843  -0.07950
C  3.84867  -3.68991  -11.08944
C  -6.25737  -7.78241  -1.61748
C  8.62513  5.08871  -4.98591
C  -6.39547  -6.44028  0.37958
C  1.63007  -6.47370  1.16979
C  8.23593  -1.80234  -0.54518
C  6.49441  6.60678  -0.82272
C  -2.13266  -6.67520  -6.66637
C  11.95100  -2.23976  1.13724
C  -1.02147  2.13930  -1.11010
C  -10.99201  2.85388  2.40735
C  -1.62463  8.86380  5.39704
C  11.90271  -1.64837  2.50439
C  -2.15618  6.10586  -8.69339
C  -3.64078  -4.80839  -6.62443
C  5.23322  -7.27056  -13.86611
C  -4.01934  10.96598  6.42599
C  -12.24988  1.94913  2.57909
C  -3.08820  8.86509  5.71235
C  -5.82960  -3.79596  -6.52077
C  -7.39107  -5.31568  0.88461
C  -0.05817  1.01201  -0.89874
C  -1.01465  5.98521  -9.70409
C  9.15022  0.71887  14.16379
C  7.72820  0.25867  12.20356
C  2.66172  -7.61369  0.97835
C  -13.52420  0.76292  0.92497
C  -6.64665  -9.13935  -3.67122
C  5.62116  7.11150  -2.01054
C  -4.94432  1.18631  9.83035
C  5.92203  0.17303  10.60688
C  -7.12448  -4.48639  -6.17844
C  -5.00784  12.82800  7.40314
C  7.23598  6.72441  -3.83627
C  -3.74394  1.84969  10.48848
C  6.70416  -7.06590  -14.15342
H  -14.53225  0.32610  -1.99540
H  -12.03364  1.14825  3.28615
H  -3.18116  6.06600  -9.06209
H  -0.60620  3.01590  -1.60732
H  -1.19180  7.86705  5.48227
H  -5.49423  -3.28519  -5.61815
H  4.60676  6.84996  -1.70941
H  -1.27405  9.14150  4.40303
H  -10.14023  2.19187  2.25140
H  5.77141  8.18577  -1.90343
H  9.50949  5.70161  -5.16013
H  9.69652  -0.11975  13.73210
H  3.22214  -3.63895  -10.19896
H  8.68437  0.38204  15.08988
H  3.22290  -3.31960  -11.90146
H  1.59781  -6.04979  0.16612
H  0.87984  1.46802  -0.58204
H  8.67560  -2.69084  -0.99834
H  8.81902  4.37850  -4.18209
H  4.91696  -6.93564  -14.85399
H  0.64684  -6.72541  1.56729
H  7.95215  -2.11616  0.45935
H  6.52286  5.52734  -0.67404
H  -7.02898  -5.26219  -5.41876
H  -3.39685  2.83627  10.18142
H  -6.13752  -2.99372  -7.19136
H  3.19201  -7.35749  0.06115
H  -7.09056  -10.12921  -3.56528
H  5.00224  -8.33497  -13.90805
H  -4.70019  0.66869  8.90268
H  -6.27540  -7.28620  1.05642
H  -5.56011  -9.20307  -3.73011
H  -3.37153  7.85333  6.00247
H  -7.51420  -4.49707  0.17552
H  -1.44735  -6.83702  -7.49840
H  -8.33048  -5.77954  1.18538
H  11.70484  -0.57652  2.51328
H  4.97150  0.54737  10.22680
H  12.83814  -1.63926  3.06383
H  -1.83767  1.71176  -1.69245
H  -4.52211  13.73080  7.03284
H  9.69607  2.72452  15.04191
H  -13.95016  -1.31318  -1.45282
H  -1.70761  -6.16932  -5.79946
H  -7.53050  -5.02600  -7.03405
H  10.04930  2.53016  13.45165
H  -5.74981  1.91581  9.74595
H  7.25859  -7.16254  -13.21994
H  -6.87790  -8.79286  -4.67848
H  6.76192  -6.04977  -14.54359
H  -15.18050  -0.33938  -0.57336
H  0.04127  0.38204  -1.78268
H  -11.00884  3.21768  3.43471
H  -1.06141  9.55622  6.02269
H  11.26326  -2.07266  3.27846
H  5.54680  -0.65677  11.20584
H  7.45960  7.11310  -0.83487
H  -13.01950  2.61524  2.96907
H  12.80381  -1.92196  0.53738
H  -7.82770  -3.73317  -5.82313
H  4.72278  -3.08202  -10.85599
H  6.21288  -0.17070  9.61423
H  7.43285  -1.52538  -1.22815
H  -5.42220  -6.02799  0.11339
H  -2.57773  -7.62602  -6.37318
H  -2.90621  1.15275  10.46443
H  6.03586  7.16464  -0.00625
H  -3.59575  9.07725  4.77135
H  -0.00724  6.19272  -9.34332
H  6.96871  -7.66743  -15.02306
H  -5.57824  13.06363  8.30160
H  -11.00934  3.61635  1.62862
H  11.92863  -3.32952  1.13225
H  11.07185  1.58292  14.58430
H  -5.82296  12.73345  6.68569
H  2.25173  -8.61380  0.83767
H  -2.08977  7.00472  -8.08042
H  -1.18604  6.67188  -10.53307
H  8.49626  4.64206  -5.97181
H  -7.11878  -4.87355  1.84298

For the energy relative to the best compared isomer or geometry (same formula, charge and spin), the calculation gives 965.64 kJ/mol. The largest force on an atom is 0.1107 Eh/bohr. The orbital gap is 10.855 eV. The HOMO energy is -10.68 eV.